Entry 1:
Molecular formula: C3H7N3O2
Method: DFT, wB97M-V/def2-TZVPD

```
! RIJCOSX wB97M-V def2-TZVPD def2/J DEFGRID3
* xyz 0 1
C 1.536 0.068 0.577
C 0.653 1.153 0.065
C -0.857 -1.601 -0.353
H 1.817 0.378 2.146
H 2.743 0.013 -0.300
H 0.855 -1.277 0.709
H 1.002 2.968 1.054
H -0.246 1.020 -1.703
H -2.236 0.204 -0.461
H -2.803 -1.621 0.119
N 0.516 2.501 0.128
N -0.315 0.565 -0.777
N -1.853 -0.788 0.324
O -0.046 -0.718 -1.087
O -0.766 -2.866 -0.439
*
```

Properties
Maximum force, eV/A: 7.25
Energy above the lowest of the compared OMol25 structures with the same formula, charge and spin, eV: 11.900
HOMO level, eV: -9.741

Entry 2:
Molecular formula: C28H31AsGeO8ReSSi
Method: DFT, wB97M-V/def2-TZVPD

```
! RIJCOSX wB97M-V def2-TZVPD def2/J DEFGRID3
* xyz 1 1
Re -1.508 -0.762 0.495
O -1.287 3.120 2.329
As -1.014 2.580 0.690
O -0.322 0.878 1.277
O -2.664 1.927 0.487
C -3.875 2.201 1.060
C -4.373 3.482 1.180
C -5.665 3.665 1.657
C -6.464 2.587 2.008
C -5.961 1.301 1.922
C -4.666 1.111 1.452
S -4.015 -0.505 1.476
O -2.595 -0.310 2.088
O -4.874 -1.360 2.205
O -3.661 -0.969 0.093
H -0.495 3.474 2.762
H -3.762 4.326 0.889
H -6.052 4.671 1.753
H -7.471 2.748 2.365
H -6.548 0.442 2.216
C -1.578 -4.561 -1.393
Si -1.596 -2.917 -2.218
C -3.253 -2.481 -2.900
C -0.254 -2.706 -3.468
O -1.230 -1.777 -0.973
H -1.556 -5.360 -2.137
H -2.470 -4.699 -0.778
H -0.705 -4.675 -0.746
H -3.680 -3.348 -3.410
H -3.194 -1.668 -3.627
H -3.945 -2.189 -2.109
H -0.211 -3.574 -4.131
H 0.724 -2.604 -2.993
H -0.423 -1.830 -4.099
O -1.469 1.268 -2.020
H -2.411 1.094 -2.138
H -1.015 0.771 -2.712
C 0.237 -0.083 0.400
Ge 2.244 0.020 0.206
C 2.698 1.357 -1.104
C 1.743 2.020 -1.870
C 2.116 3.021 -2.760
C 3.452 3.365 -2.892
C 4.416 2.711 -2.135
C 4.040 1.716 -1.244
C 2.892 -1.764 -0.092
C 4.266 -2.008 -0.060
C 4.762 -3.287 -0.260
C 3.888 -4.339 -0.499
C 2.521 -4.110 -0.534
C 2.023 -2.830 -0.325
C 2.636 0.730 1.959
C 2.543 2.108 2.168
C 2.640 2.635 3.447
C 2.830 1.787 4.532
C 2.928 0.417 4.335
C 2.826 -0.111 3.053
H 0.697 1.761 -1.779
H 1.363 3.528 -3.351
H 3.745 4.144 -3.584
H 5.459 2.979 -2.238
H 4.804 1.222 -0.653
H 4.963 -1.197 0.123
H 5.829 -3.465 -0.227
H 4.274 -5.338 -0.654
H 1.842 -4.932 -0.722
H 0.955 -2.665 -0.328
H 2.425 2.775 1.317
H 2.590 3.707 3.602
H 2.914 2.197 5.530
H 3.082 -0.241 5.181
H 2.898 -1.183 2.907
*
```

Properties
Maximum force, eV/A: 3.29
HOMO level, eV: -11.329

Entry 3:
Molecular formula: C4H5N3O
Method: DFT, wB97M-V/def2-TZVPD

```
! RIJCOSX wB97M-V def2-TZVPD def2/J DEFGRID3
* xyz 0 1
C 1.166 0.478 0.000
C 1.133 1.765 -0.620
C -0.885 0.819 -0.715
C -1.443 -1.904 0.442
H 2.867 -0.046 1.087
H 1.827 2.624 -0.463
H -1.906 0.414 -0.958
H -1.658 -3.112 0.373
H -2.578 -0.949 0.942
N -0.234 1.872 -1.033
N -0.105 -0.112 -0.014
N -0.105 -1.573 -0.020
O 1.923 -0.276 0.979
*
```

Properties
Maximum force, eV/A: 9.35
Energy above the lowest of the compared OMol25 structures with the same formula, charge and spin, eV: 7.103
HOMO level, eV: -8.529

Entry 4:
Molecular formula: C60H46ClIN3O10P2W
Method: DFT, wB97M-V/def2-TZVPD

```
! RIJCOSX wB97M-V def2-TZVPD def2/J DEFGRID3
* xyz 1 1
W -0.875 -0.614 -0.572
O 0.003 -3.441 1.996
C 0.368 -2.432 1.452
O -0.384 -1.350 1.358
C 1.726 -2.307 0.835
C 2.734 -3.181 1.192
C 3.978 -3.037 0.609
C 4.216 -2.152 -0.414
C 3.210 -1.292 -0.849
C 1.954 -1.312 -0.129
O 0.970 -0.431 -0.399
N 3.464 -0.542 -2.028
O 4.585 -0.542 -2.476
O 2.576 0.080 -2.573
N 5.082 -3.874 1.086
O 6.101 -3.890 0.429
O 4.901 -4.474 2.127
H 2.551 -3.951 1.929
H 5.183 -2.136 -0.899
I -2.807 -0.435 -2.669
C -2.216 0.658 0.831
C -3.549 0.458 0.527
C -4.633 0.940 1.283
C -4.408 1.624 2.430
C -3.084 1.783 2.892
C -2.880 2.376 4.157
C -1.640 2.458 4.719
C -0.545 1.973 4.000
C -0.710 1.444 2.739
P 0.851 0.952 1.947
C 1.670 -0.176 3.103
C 3.050 -0.373 2.978
C 3.707 -1.245 3.826
C 2.994 -1.940 4.794
C 1.624 -1.744 4.925
C 0.958 -0.876 4.078
C 1.879 2.457 2.161
C 1.689 3.508 1.266
C 2.387 4.695 1.401
C 3.292 4.847 2.440
C 3.471 3.817 3.354
C 2.779 2.626 3.219
C -1.982 1.296 2.114
H -3.852 -0.130 -0.325
H -5.637 0.737 0.936
H -5.221 1.999 3.039
H -3.750 2.743 4.687
H -1.495 2.878 5.705
H 0.438 2.017 4.449
H 3.596 0.158 2.206
H 4.774 -1.394 3.725
H 3.507 -2.636 5.443
H 1.071 -2.274 5.688
H -0.110 -0.742 4.173
H 0.997 3.389 0.449
H 2.221 5.496 0.694
H 3.856 5.765 2.533
H 4.148 3.949 4.188
H 2.939 1.838 3.940
C 0.549 -5.543 -1.721
C -0.256 -4.268 -1.975
C -1.342 -4.486 -3.022
C 0.701 -3.135 -2.336
C 1.415 -3.313 -3.677
O 1.194 -2.072 -4.343
C 0.436 -1.288 -3.584
N 0.040 -1.794 -2.451
C 0.023 -0.079 -4.342
C -0.138 -0.298 -5.712
C -0.405 0.737 -6.587
C -0.436 2.036 -6.115
C -0.282 2.271 -4.759
C -0.107 1.232 -3.853
P -0.084 1.633 -2.061
C 1.186 2.979 -2.018
C 0.835 4.277 -2.398
C 1.810 5.253 -2.533
C 3.144 4.955 -2.296
C 3.492 3.689 -1.853
C 2.516 2.719 -1.693
C -1.584 2.707 -1.847
C -1.716 3.269 -0.577
C -2.768 4.112 -0.269
C -3.736 4.378 -1.226
C -3.632 3.804 -2.483
C -2.557 2.984 -2.800
H -0.094 -6.309 -1.291
H 1.367 -5.366 -1.019
H 0.975 -5.928 -2.650
H -0.729 -3.982 -1.036
H -0.939 -4.955 -3.922
H -1.823 -3.546 -3.295
H -2.106 -5.139 -2.611
H 1.450 -3.092 -1.550
H 0.989 -4.111 -4.286
H 2.488 -3.478 -3.580
H -0.063 -1.305 -6.095
H -0.550 0.530 -7.638
H -0.602 2.866 -6.788
H -0.292 3.290 -4.404
H -0.198 4.537 -2.579
H 1.526 6.250 -2.842
H 3.904 5.710 -2.444
H 4.526 3.444 -1.647
H 2.797 1.755 -1.303
H -0.966 3.063 0.176
H -2.826 4.556 0.717
H -4.563 5.036 -0.996
H -4.390 3.994 -3.230
H -2.497 2.557 -3.790
Cl -6.018 -2.861 5.167
C -5.111 -2.879 3.701
C -5.451 -3.768 2.689
C -4.707 -3.788 1.526
C -3.616 -2.933 1.369
C -3.277 -2.060 2.397
C -4.035 -2.015 3.553
C -2.837 -3.076 0.111
O -2.926 -4.049 -0.584
O -2.020 -2.052 -0.232
H -6.281 -4.445 2.826
H -4.946 -4.475 0.727
H -2.391 -1.451 2.316
H -3.789 -1.325 4.349
*
```

Properties
Maximum force, eV/A: 3.17
Energy above the lowest of the compared OMol25 structures with the same formula, charge and spin, eV: 0.000
HOMO level (alpha / beta), eV: -10.325 / -10.067

Entry 5:
Molecular formula: C5H8ClNO
Method: DFT, wB97M-V/def2-TZVPD

```
! RIJCOSX wB97M-V def2-TZVPD def2/J DEFGRID3
* xyz 0 3
C 0.658 -1.681 0.461
C -0.233 -0.781 -0.256
C 1.904 -0.252 -0.564
C -1.520 1.442 -0.133
C -0.948 0.262 0.699
N 1.870 -1.324 0.298
O 0.573 -0.107 -1.119
Cl 2.400 1.186 0.324
H 0.184 -2.502 1.209
H -0.913 -1.384 -0.829
H 2.647 -0.299 -1.385
H -0.645 2.082 -0.648
H -2.145 2.141 0.477
H -2.167 1.053 -1.074
H -1.581 -0.357 1.208
H -0.085 0.523 1.332
*
```

Properties
Maximum force, eV/A: 9.96
⟨S²⟩: 2.0064
Energy above the lowest of the compared OMol25 structures with the same formula, charge and spin, eV: 1.409
HOMO level (alpha / beta), eV: -6.073 / -10.166

Entry 6:
Molecular formula: C4H12N3
Method: DFT, wB97M-V/def2-TZVPD

```
! RIJCOSX wB97M-V def2-TZVPD def2/J DEFGRID3
* xyz 1 1
C 1.570 0.752 1.258
C -0.668 -2.004 0.658
C 1.870 0.754 -1.079
C -0.746 -0.796 -0.220
N -2.124 1.067 -0.997
N -1.781 0.075 -0.039
N 1.114 0.359 0.154
H 1.245 0.258 2.148
H 2.469 1.202 1.417
H -1.048 -1.737 1.688
H 0.314 -2.274 0.632
H -1.519 -2.779 0.460
H 2.793 1.177 -0.762
H 1.227 1.346 -1.590
H 2.225 -0.048 -1.606
H -0.384 -0.813 -1.227
H -1.444 1.853 -0.942
H -3.037 1.411 -0.833
H -2.076 0.195 0.879
*
```

Properties
Maximum force, eV/A: 4.67
Energy above the lowest of the compared OMol25 structures with the same formula, charge and spin, eV: 4.493
HOMO level, eV: -14.022

Entry 7:
Molecular formula: C30H33N2O6PSm
Method: DFT, wB97M-V/def2-TZVPD

```
! RIJCOSX wB97M-V def2-TZVPD def2/J DEFGRID3
* xyz 1 6
Sm 0.969 0.879 0.455
O 1.046 1.801 -1.901
C 1.998 2.876 -2.101
C 3.373 2.505 -1.579
N 3.312 2.140 -0.154
C 4.197 0.995 0.199
C 3.208 -0.158 0.062
O 2.643 -0.306 -1.049
O 2.613 -0.537 1.125
C 3.451 3.290 0.743
C 2.642 3.150 2.048
O 2.855 3.836 3.009
O 1.690 2.245 1.960
H 1.405 1.011 -2.339
H 2.039 3.116 -3.165
H 1.579 3.736 -1.578
H 3.763 1.660 -2.144
H 4.059 3.345 -1.739
H 5.067 0.884 -0.451
H 4.520 1.095 1.233
H 4.495 3.519 0.975
H 3.043 4.170 0.238
C -0.659 3.861 0.585
C -1.439 3.258 1.748
C -2.317 4.364 2.335
C -2.279 2.063 1.277
C -3.420 1.693 2.221
O -3.394 0.257 2.242
C -2.242 -0.140 1.705
N -1.509 0.775 1.161
C -2.035 -1.607 1.862
C -2.743 -2.208 2.904
C -2.670 -3.573 3.126
C -1.901 -4.361 2.290
C -1.197 -3.777 1.248
C -1.240 -2.405 1.020
P -0.295 -1.695 -0.368
C 0.909 -2.970 -0.829
C 1.824 -3.425 0.120
C 2.831 -4.302 -0.242
C 2.951 -4.723 -1.561
C 2.055 -4.263 -2.512
C 1.038 -3.391 -2.149
C -1.512 -1.660 -1.714
C -1.774 -0.469 -2.376
C -2.707 -0.426 -3.406
C -3.383 -1.575 -3.775
C -3.132 -2.774 -3.113
C -2.204 -2.816 -2.089
H 0.064 4.602 0.919
H -1.352 4.326 -0.122
H -0.117 3.131 -0.033
H -0.743 2.904 2.516
H -3.120 4.635 1.645
H -1.721 5.260 2.505
H -2.764 4.095 3.290
H -2.674 2.289 0.279
H -4.403 2.000 1.873
H -3.267 2.035 3.244
H -3.355 -1.598 3.550
H -3.220 -4.013 3.946
H -1.843 -5.431 2.439
H -0.592 -4.405 0.607
H 1.766 -3.092 1.150
H 3.528 -4.653 0.507
H 3.739 -5.408 -1.842
H 2.141 -4.581 -3.542
H 0.350 -3.044 -2.910
H -1.256 0.446 -2.106
H -2.901 0.507 -3.919
H -4.106 -1.544 -4.578
H -3.660 -3.674 -3.396
H -2.014 -3.752 -1.579
*
```

Properties
Maximum force, eV/A: 0.61
⟨S²⟩: 8.7623
HOMO level (alpha / beta), eV: -11.326 / -11.299

Entry 8:
Molecular formula: C3H2N2O3
Method: DFT, wB97M-V/def2-TZVPD

```
! RIJCOSX wB97M-V def2-TZVPD def2/J DEFGRID3
* xyz 0 1
C 2.178 0.359 0.162
C -0.175 0.401 -0.104
C -1.855 -0.687 -0.515
H 2.940 1.043 -0.125
H -2.476 -1.374 -0.950
N -0.624 -0.285 -1.001
N -2.100 -0.326 0.779
O 2.233 -0.689 0.773
O 0.923 0.998 -0.048
O -1.044 0.560 1.029
*
```

Properties
Maximum force, eV/A: 6.06
Energy above the lowest of the compared OMol25 structures with the same formula, charge and spin, eV: 3.598
HOMO level, eV: -10.376

Entry 9:
Molecular formula: C6H14N3
Method: DFT, wB97M-V/def2-TZVPD

```
! RIJCOSX wB97M-V def2-TZVPD def2/J DEFGRID3
* xyz 1 3
C -0.518 2.205 1.219
C -1.562 1.568 2.041
C -0.184 -2.061 0.010
C -0.671 0.690 1.147
C -1.289 0.118 -0.007
C 2.006 0.024 -1.913
N -1.227 -1.127 -0.395
N 1.017 -1.847 -0.754
N 1.456 -0.492 -0.677
H -0.816 2.781 0.357
H 0.383 2.561 1.693
H -1.406 1.445 3.101
H -2.597 1.682 1.761
H 0.039 -1.913 1.068
H -0.529 -3.083 -0.144
H 0.078 0.105 1.658
H -1.939 0.771 -0.578
H 2.874 -0.538 -2.274
H 1.233 0.013 -2.682
H 2.308 1.053 -1.735
H -1.730 -1.383 -1.240
H 0.922 -2.132 -1.724
H 2.151 -0.437 0.069
*
```

Properties
Maximum force, eV/A: 5.78
⟨S²⟩: 2.0083
Energy above the lowest of the compared OMol25 structures with the same formula, charge and spin, eV: 1.370
HOMO level (alpha / beta), eV: -8.921 / -13.578

Entry 10:
Molecular formula: C3H4FNO2
Method: DFT, wB97M-V/def2-TZVPD

```
! RIJCOSX wB97M-V def2-TZVPD def2/J DEFGRID3
* xyz 0 1
C -1.379 0.085 0.087
C 0.628 -1.072 0.270
C 1.142 0.403 -0.266
N -2.452 0.552 -0.042
O -0.740 -0.860 0.642
O 0.171 1.081 -0.778
F 1.943 1.009 0.779
H 0.565 -1.768 -0.478
H 1.058 -1.158 1.237
H 2.003 0.315 -1.083
H -2.937 1.413 -0.368
*
```

Properties
Maximum force, eV/A: 4.95
Energy above the lowest of the compared OMol25 structures with the same formula, charge and spin, eV: 3.101
HOMO level, eV: -9.577